1.
Formula: C41H45ClO2P3PtS2
Source: the OMol25 dataset
Level of theory: ωB97M-V/def2-TZVPD

CARTESIAN COORDINATES (ANGSTROEM)
C1 -1.559 2.406 3.776
C2 -0.154 -0.920 0.008
H1 -0.919 5.685 4.277
C3 2.537 4.163 0.933
S1 0.529 0.008 -2.771
H2 -5.053 -1.139 -1.178
H3 -3.953 -4.348 1.098
C4 2.255 3.808 -1.508
C5 -0.955 4.723 3.780
H4 -1.715 1.195 -0.998
H5 1.710 4.081 -2.412
H6 -1.323 -2.640 -4.052
H7 -0.020 5.468 2.024
H8 3.249 4.259 -1.552
H9 2.632 -6.290 -2.741
H10 -5.039 -3.251 3.031
C6 -1.511 3.629 4.426
H11 -0.138 -4.563 2.389
H12 1.474 -6.409 2.674
C7 2.081 -5.373 -2.568
C8 -4.239 -1.477 -1.809
H13 -0.282 2.546 -2.630
H14 2.100 4.455 1.889
C9 -1.036 2.277 2.499
C10 -4.015 -3.007 2.775
H15 0.251 -6.391 -2.099
Pt1 0.999 0.768 0.069
H16 2.512 -2.014 -2.533
H17 6.057 0.553 -1.553
P1 0.235 -1.751 1.497
C11 1.541 4.286 -0.230
C12 -3.407 -3.618 1.685
H18 -1.900 3.728 5.432
C13 0.043 -4.263 -1.950
H19 -2.390 4.534 0.566
C14 2.710 -4.145 -2.708
C15 1.304 -3.229 1.516
H20 -1.439 -1.021 3.751
C16 -1.393 -2.354 2.091
C17 -2.148 -2.329 -3.421
H21 0.457 5.844 -1.301
H22 4.785 1.491 -2.377
O1 3.262 1.110 -0.009
C18 3.544 -4.079 1.353
H23 -2.989 4.677 -1.090
C19 -2.085 4.584 -0.480
C20 1.799 -5.470 2.241
H24 -1.494 5.489 -0.621
H25 -1.638 -3.739 0.473
C21 -1.880 -1.802 -2.159
C22 0.684 -3.032 -2.060
H26 -2.596 2.013 0.308
C23 -2.108 -3.285 1.339
C24 2.637 -3.050 1.160
H27 -2.710 -0.959 -0.380
H28 -5.525 -2.085 -3.413
C25 -2.243 2.108 -0.720
H29 3.752 -4.095 -2.997
H30 4.581 -3.928 1.081
C26 0.887 -4.440 2.065
H31 -3.116 2.210 -1.373
C27 0.745 -5.432 -2.196
C28 -0.456 3.364 1.840
C29 -2.931 -1.373 -1.358
C30 3.128 -5.289 1.889
H32 -0.380 4.322 -2.594
C31 -0.911 3.397 -2.367
S2 1.034 -0.468 2.770
C32 4.090 0.412 -0.655
C33 -0.439 4.593 2.499
C34 -2.006 -1.748 3.182
P2 -0.153 -1.473 -1.645
H33 2.384 2.726 -1.496
O2 4.127 -0.812 -0.817
H34 3.843 -6.088 2.048
Cl1 5.737 2.681 -0.596
C35 5.195 1.197 -1.412
H35 -3.785 -1.597 4.373
C36 -4.503 -2.009 -3.062
C37 -1.327 3.324 -0.896
C38 -3.454 -2.436 -3.868
H36 0.616 6.172 0.429
C39 -3.312 -2.074 3.523
C40 1.114 5.739 -0.437
H37 -1.985 1.543 4.272
H38 3.411 4.792 0.744
H39 -1.011 -4.301 -1.698
C41 2.020 -2.974 -2.443
H40 2.983 -2.101 0.760
H41 -3.662 -2.845 -4.850
H42 -1.044 1.314 2.009
H43 -1.803 3.363 -3.000
H44 2.884 3.131 1.017
P3 0.207 3.005 0.163
H45 2.006 6.341 -0.637

Values from the calculation:
Net charge: -1
LUMO energy (alpha / beta), eV: 2.5 / 2.2
Energy, eV: -112652.5429
<S²>: 2.01
2S+1: 3
M, g mol⁻¹: 957.396
Orbital gap (alpha / beta), eV: 6.514 / 6.833
HOMO energy (alpha / beta), eV: -4.01 / -4.66


2.
Formula: C2H2Cl2FNS
Source: the OMol25 dataset
Level of theory: ωB97M-V/def2-TZVPD

CARTESIAN COORDINATES (ANGSTROEM)
Cl1 -2.056 -1.230 -0.475
C1 0.642 -0.348 0.227
C2 -0.743 -0.059 0.188
Cl2 -1.219 1.546 -0.300
H1 0.631 -1.231 1.090
H2 3.637 1.008 -0.377
F1 -1.207 0.049 1.479
N1 1.625 0.185 -0.422
S1 3.219 -0.278 -0.025

Values from the calculation:
SMILES: FC(Cl)(Cl)/C=N/S
LUMO energy, eV: -0.6
Energy, eV: -42191.6577
M, g mol⁻¹: 162.016
Energy relative to the best compared isomer or geometry (same formula, charge and spin), kcal/mol: 48.6
Orbital gap, eV: 9.212
HOMO energy, eV: -9.85


3.
Formula: C34H59ClNPRhSi
Source: the OMol25 dataset
Level of theory: ωB97M-V/def2-TZVPD

CARTESIAN COORDINATES (ANGSTROEM)
H1 -3.056 -4.083 -0.816
H2 -1.025 -5.033 2.892
C1 -0.636 0.110 -3.495
Cl1 0.745 -3.365 4.391
C2 -3.505 -2.041 1.275
H3 0.119 2.254 3.942
C3 -3.138 -0.178 3.362
H4 -1.789 2.474 -2.667
C4 2.439 2.467 -0.563
C5 -1.770 -0.408 -4.394
C6 -4.410 -0.433 2.849
C7 -2.944 0.571 -4.511
H5 -2.763 3.256 1.555
C8 -1.588 -5.218 1.966
H6 -0.081 3.793 0.174
H7 -1.409 1.609 3.345
H8 -2.661 1.401 -5.175
H9 -1.454 -6.269 1.674
C9 -1.149 0.482 -2.097
H10 -2.653 -5.043 2.170
H11 3.096 -2.869 -0.729
H12 -3.791 0.072 -4.993
H13 -1.370 -0.625 -5.389
H14 1.963 3.235 0.067
H15 1.996 1.309 -2.325
C10 1.636 -0.727 -0.886
H16 4.417 -3.844 1.161
H17 5.099 -2.145 2.627
H18 -3.996 0.376 -2.632
Rh1 0.535 -1.975 2.696
H19 -1.710 4.002 3.637
C11 2.102 3.777 -3.180
H20 -2.029 4.837 1.265
H21 4.556 -1.994 -0.274
H22 -5.585 -1.580 1.456
C12 -2.181 -1.799 1.798
C13 -2.039 -0.885 2.842
C14 1.456 1.967 -1.627
H23 0.448 3.885 -1.778
Si1 -0.970 -4.066 0.644
H24 4.134 4.441 -2.852
C15 2.195 -0.777 1.764
C16 0.748 -4.543 0.090
P1 0.284 0.774 -0.870
H25 3.515 -0.100 0.110
H26 0.690 -5.355 -0.660
H27 1.752 4.653 -3.736
H28 -4.057 1.989 -3.324
C17 -1.061 3.682 2.816
C18 -2.238 1.564 -2.242
H29 -1.539 1.136 0.691
H30 -0.199 4.365 2.809
H31 -1.034 -0.817 3.329
H32 -1.850 -5.265 -1.320
H33 -1.578 3.306 -0.613
H34 2.768 -1.023 3.767
C19 0.918 3.144 -2.438
H35 0.165 -0.640 -3.440
C20 -3.394 1.132 -3.156
H36 -1.636 -0.403 -1.639
H37 -0.199 1.002 -3.967
H38 -2.140 -1.360 -3.984
H39 -2.965 0.534 4.163
H40 -2.659 1.839 -1.267
C21 3.528 -2.247 0.065
C22 -0.997 3.198 0.311
H41 2.008 0.299 1.805
C23 3.660 3.066 -1.259
H42 2.467 3.048 -3.914
C24 4.020 -2.343 2.620
C25 -1.802 3.786 1.478
C26 -0.564 2.262 3.084
N1 -1.039 -2.437 1.407
H43 0.291 0.583 2.130
H44 0.149 2.821 -3.152
C27 -0.613 1.729 0.574
H45 4.189 2.262 -1.790
C28 -4.592 -1.373 1.828
H46 -5.265 0.090 3.279
H47 4.347 3.461 -0.501
H48 1.925 -0.991 -1.918
C29 0.150 1.646 1.884
H49 1.350 -4.918 0.929
H50 2.705 -3.622 1.530
C30 3.271 -1.018 2.783
H51 -1.630 -3.551 -1.719
H52 2.759 1.659 0.110
H53 3.827 -2.979 3.486
H54 4.004 -0.196 2.763
C31 2.758 -0.912 0.128
C32 3.645 -3.087 1.355
H55 2.976 5.064 -1.682
C33 -1.977 -4.238 -0.934
H56 0.870 -1.472 -0.584
H57 1.296 -3.709 -0.373
H58 -3.633 -2.760 0.470
H59 1.133 2.131 1.775
C34 3.261 4.169 -2.250

Values from the calculation:
Net charge: -1
LUMO energy (alpha / beta), eV: 2.5 / 2.5
Energy, eV: -70401.7458
<S²>: 6.01
2S+1: 5
M, g mol⁻¹: 679.272
Orbital gap (alpha / beta), eV: 3.944 / 6.723
HOMO energy (alpha / beta), eV: -1.40 / -4.21


4.
Formula: C15H14FeN2O6
Source: the OMol25 dataset
Level of theory: ωB97M-V/def2-TZVPD

CARTESIAN COORDINATES (ANGSTROEM)
H1 0.370 -1.836 -1.491
C1 0.619 -1.803 0.679
N1 -0.486 -3.519 5.227
H2 -3.804 1.740 0.310
C2 -1.209 -4.658 5.071
C3 -0.119 -2.717 4.150
C4 -3.148 0.879 0.199
C5 2.327 2.177 -0.638
C6 0.394 3.227 0.960
O1 3.273 2.600 -1.140
C7 2.101 1.784 1.963
H3 -0.360 0.800 2.626
H4 -0.432 -3.669 7.290
C8 0.251 -1.257 -0.572
H5 -1.416 -5.188 6.002
Fe1 1.095 1.699 0.550
H6 1.323 -1.011 2.621
H7 1.044 -2.959 6.564
C9 0.008 0.341 1.701
H8 1.014 -2.808 0.737
C10 0.737 -0.868 1.724
C11 -1.317 -4.285 2.652
N2 -0.524 -3.161 2.902
C12 -0.726 0.632 0.506
H9 -2.173 -5.953 3.712
C13 -0.163 0.086 -0.688
O2 2.936 1.748 2.773
O3 0.356 4.372 1.153
C14 -1.613 -5.045 3.838
H10 -0.421 -1.996 6.662
H11 -0.407 0.585 -1.639
O4 -1.866 1.411 0.561
H12 -0.478 -2.493 2.139
H13 -3.138 0.514 -0.836
O5 -1.678 -4.520 1.495
O6 0.532 -1.697 4.385
H14 -3.459 0.084 0.893
C15 -0.049 -3.013 6.513

Values from the calculation:
LUMO energy (alpha / beta), eV: 0.4 / -3.0
Energy, eV: -65428.3068
<S²>: 6.08
2S+1: 5
M, g mol⁻¹: 374.130
Energy relative to the best compared isomer or geometry (same formula, charge and spin), kcal/mol: 37.4
Orbital gap (alpha / beta), eV: 6.273 / 5.597
HOMO energy (alpha / beta), eV: -5.86 / -8.62